1.
A structure of composition C21H35NOSSb2SiTi at a distorted geometry. Source: OMol25; level of theory: ωB97M-V with the def2-TZVPD basis set.

Last column: Mulliken spin population.
Element x y z (Å)
Ti: 0.757 0.375 1.232  1.023
C: -0.565 0.674 2.979  -0.021
Sb: -1.268 1.765 -0.332  -0.016
C: -1.088 0.737 -2.251  -0.001
C: -3.252 0.928 0.272  0.009
C: -3.862 0.085 -0.787  0.003
C: -4.431 0.704 -1.904  0.001
C: -4.935 -0.022 -2.969  -0.001
C: -4.882 -1.409 -2.941  0.001
C: -4.342 -2.040 -1.831  0.001
C: -3.840 -1.321 -0.746  -0.003
C: -3.288 -2.061 0.427  0.000
Sb: -1.129 -1.959 0.634  -0.006
C: -0.729 -3.417 -0.898  0.000
C: -1.129 -3.367 2.265  -0.001
H: -0.837 1.731 3.110  0.006
H: -0.040 0.371 3.898  0.010
H: -1.515 0.118 2.979  -0.004
H: -1.490 1.327 -3.073  -0.001
H: -1.605 -0.226 -2.231  0.001
H: -0.025 0.556 -2.413  0.002
H: -3.862 1.814 0.445  0.000
H: -3.128 0.411 1.222  0.000
H: -4.444 1.788 -1.936  0.000
H: -5.358 0.493 -3.823  0.000
H: -5.263 -1.994 -3.769  0.000
H: -4.314 -3.124 -1.792  0.000
H: -3.539 -3.121 0.366  0.000
H: -3.682 -1.675 1.370  -0.001
H: -1.260 -4.343 -0.675  0.000
H: 0.343 -3.617 -0.942  0.000
H: -1.056 -3.032 -1.864  0.000
H: -1.984 -4.040 2.183  0.000
H: -1.180 -2.820 3.207  0.001
H: -0.203 -3.941 2.248  0.000
O: 1.540 -0.236 -0.518  -0.017
N: 2.549 -1.104 -0.595  0.002
C: 3.167 -1.197 -1.793  0.001
C: 4.211 -2.056 -1.987  0.000
C: 4.627 -2.849 -0.910  0.001
C: 3.984 -2.742 0.297  0.000
C: 2.911 -1.850 0.488  0.017
S: 2.056 -1.678 1.951  -0.008
H: 2.755 -0.539 -2.543  -0.001
H: 4.685 -2.106 -2.956  0.000
H: 5.452 -3.539 -1.025  0.000
H: 4.279 -3.336 1.149  0.000
C: 2.314 3.248 -0.771  0.011
Si: 2.435 3.355 1.115  -0.005
C: 4.057 4.292 1.436  -0.001
C: 1.048 4.435 1.800  0.003
C: 2.379 1.669 1.851  -0.007
H: 2.789 4.104 -1.258  0.000
H: 1.276 3.202 -1.108  -0.001
H: 2.809 2.338 -1.123  -0.002
H: 4.016 5.292 0.994  0.000
H: 4.908 3.765 0.996  0.000
H: 4.254 4.404 2.505  0.000
H: 1.257 5.499 1.664  0.000
H: 0.920 4.249 2.869  0.000
H: 0.098 4.209 1.310  0.000
H: 2.365 1.702 2.948  0.006
H: 3.281 1.118 1.549  -0.002

As for the highest occupied orbital energy (spin up / spin down): -0.11532 / -0.11395 hartree. The expectation value of S² is 0.756. The LUMO energy (spin up / spin down) is 2.5 / 2.5 eV. For the gap between HOMO and LUMO (spin up / spin down), the calculation gives 5.62 / 5.58 eV. As for the net charge: -1. As for the spin multiplicity: 2.


2.
A structure of composition C35H34NO12Zr at a distorted geometry. Source: OMol25; level of theory: ωB97M-V with the def2-TZVPD basis set.

Last column: Löwdin charge in e.
Element x y z (Å)
Zr: 1.156 0.034 1.836  1.943
O: 3.039 -3.209 2.406  0.174
C: 2.177 -2.227 2.619  -0.552
O: 2.579 -1.075 2.903  -0.064
C: 0.817 -2.734 3.118  -0.063
O: -0.270 -2.088 2.469  -0.144
C: -0.540 -2.633 1.182  -0.037
C: 0.488 -2.008 0.195  -0.562
O: 0.698 -2.764 -0.939  0.074
O: 1.664 -1.779 0.831  -0.129
H: 3.910 -2.845 2.173  0.160
H: 0.734 -2.475 4.183  0.155
H: 0.778 -3.823 2.982  0.153
H: -1.561 -2.345 0.905  0.145
H: -0.435 -3.724 1.177  0.151
C: 4.971 2.201 -3.576  -0.056
O: 5.095 3.171 -2.557  -0.045
C: 4.465 2.973 -1.393  -0.256
C: 4.646 3.992 -0.426  0.014
C: 4.059 3.899 0.797  -0.005
C: 3.259 2.787 1.160  -0.084
C: 2.692 2.646 2.460  -0.297
C: 2.887 3.713 3.502  0.020
O: 2.011 1.645 2.812  -0.104
C: 3.055 1.757 0.179  -0.269
O: 2.313 0.718 0.401  -0.177
C: 3.676 1.883 -1.081  0.074
H: 5.633 2.528 -4.377  0.101
H: 3.942 2.144 -3.944  0.098
H: 5.284 1.215 -3.223  0.100
H: 5.261 4.832 -0.699  0.124
H: 4.205 4.697 1.506  0.114
H: 3.916 4.055 3.550  0.090
H: 2.593 3.309 4.469  0.094
H: 2.245 4.563 3.273  0.108
H: 3.493 1.081 -1.780  0.122
C: -0.726 0.667 5.843  0.024
C: -0.674 0.546 4.342  -0.297
O: 0.326 0.009 3.823  -0.098
C: -1.759 1.067 3.547  -0.082
C: -3.029 1.325 4.099  -0.019
C: -4.048 1.846 3.345  -0.070
C: -3.834 2.128 1.992  -0.049
C: -2.611 1.898 1.419  0.009
C: -1.534 1.360 2.162  -0.276
O: -0.370 1.231 1.590  -0.209
H: 0.264 0.458 6.243  0.096
H: -1.431 -0.051 6.259  0.102
H: -1.047 1.662 6.144  0.099
H: -3.209 1.095 5.138  0.115
H: -5.010 2.036 3.793  0.109
H: -4.634 2.533 1.391  0.114
H: -2.436 2.118 0.376  0.117
C: -3.604 -5.103 -4.420  -0.073
O: -2.846 -4.288 -3.554  -0.092
C: -3.287 -3.010 -3.353  -0.211
C: -4.329 -2.414 -4.048  -0.018
C: -4.713 -1.117 -3.750  -0.079
C: -4.085 -0.415 -2.741  -0.079
C: -3.029 -0.991 -2.054  -0.013
C: -2.609 -2.275 -2.364  -0.182
N: -1.534 -2.885 -1.665  0.108
C: -0.182 -2.516 -2.042  -0.225
C: -0.049 -1.069 -2.426  -0.098
C: 0.006 -0.587 -3.726  -0.001
C: 0.143 0.773 -3.946  -0.065
C: 0.237 1.649 -2.872  -0.056
C: 0.186 1.180 -1.568  -0.003
C: 0.055 -0.186 -1.356  -0.196
O: -0.077 -0.682 -0.069  -0.052
H: -4.650 -5.150 -4.101  0.102
H: -3.164 -6.096 -4.365  0.096
H: -3.546 -4.746 -5.453  0.099
H: -4.847 -2.938 -4.834  0.106
H: -5.517 -0.667 -4.313  0.107
H: -4.415 0.581 -2.494  0.101
H: -2.535 -0.445 -1.265  0.108
H: -1.635 -3.894 -1.728  0.137
H: 0.230 -3.166 -2.827  0.175
H: -0.090 -1.282 -4.549  0.125
H: 0.172 1.150 -4.959  0.108
H: 0.330 2.709 -3.053  0.111
H: 0.211 1.837 -0.706  0.112

As for the highest occupied orbital energy: -0.37915 hartree. The LUMO energy is -2.8 eV. For the gap between HOMO and LUMO, the calculation gives 7.48 eV. As for the net charge: +1.


3.
A structure of composition C7H13N2O2P at a distorted geometry. Source: OMol25; level of theory: ωB97M-V with the def2-TZVPD basis set.

Last column: Löwdin charge in e.
Element x y z (Å)
C: 3.704 0.700 0.241  -0.057
C: 2.724 1.720 -0.110  0.018
C: 3.131 -0.508 0.187  -0.348
C: 1.521 0.967 -0.318  -0.320
C: -3.192 0.144 1.370  -0.147
C: -3.476 -0.344 -0.054  -0.368
C: -2.421 0.144 -1.063  -0.366
N: 1.782 -0.352 -0.037  -0.137
N: 0.856 -1.348 -0.021  -0.079
O: 3.701 -1.711 0.505  0.074
O: 0.172 1.233 -0.330  -0.091
P: -0.847 -0.589 -1.063  0.916
H: 4.798 0.876 0.394  0.121
H: 2.867 2.707 -0.036  0.046
H: -2.864 1.161 1.407  0.043
H: -2.384 -0.505 1.878  0.103
H: -4.177 0.244 1.859  0.067
H: -3.652 -1.450 -0.106  0.102
H: -4.440 0.097 -0.468  0.110
H: -2.356 1.221 -1.313  0.048
H: 1.090 -2.051 -0.738  0.056
H: 4.548 -1.520 0.886  0.093
H: -0.138 1.294 0.556  0.099
H: -0.981 -1.948 -1.514  -0.005
H: 0.034 -0.181 -2.112  0.024

As for the highest occupied orbital energy: -0.28478 hartree. The LUMO energy is 0.6 eV. For the gap between HOMO and LUMO, the calculation gives 8.33 eV. As for the net charge: 0.


4.
A structure of composition C26H33BrCuN6O5. Source: OMol25; level of theory: ωB97M-V with the def2-TZVPD basis set.

Last column: Mulliken spin population.
Element x y z (Å)
Cu: -0.940 -1.175 -0.415  0.706
O: -0.261 1.765 -3.203  0.001
C: -1.316 2.571 -3.000  0.006
C: -1.398 3.742 -3.757  0.000
C: -2.447 4.623 -3.587  0.000
C: -3.446 4.352 -2.660  0.000
C: -3.376 3.189 -1.914  0.000
C: -2.323 2.292 -2.063  0.021
C: -2.302 1.039 -1.199  -0.019
O: -1.538 0.010 -1.709  0.170
N: -1.866 1.447 0.161  -0.002
N: -1.487 0.422 0.930  0.014
C: -0.886 0.576 2.041  0.002
C: -0.413 -0.549 2.814  0.007
Br: -0.381 -2.256 1.911  0.036
C: 0.085 -0.525 4.053  -0.002
C: 0.067 0.641 4.944  0.000
C: 1.177 0.911 5.746  0.000
C: 1.185 2.003 6.597  0.000
C: 0.074 2.831 6.679  0.000
C: -1.043 2.561 5.903  0.000
C: -1.048 1.476 5.042  -0.001
H: -0.442 0.946 -2.676  -0.005
H: -0.612 3.931 -4.477  0.000
H: -2.492 5.521 -4.190  0.000
H: -4.270 5.041 -2.525  0.000
H: -4.154 2.957 -1.193  0.000
H: -3.351 0.714 -1.074  0.004
H: -1.323 2.301 0.242  0.001
H: -0.637 1.561 2.428  0.001
H: 0.552 -1.421 4.444  -0.001
H: 2.050 0.271 5.682  0.000
H: 2.060 2.213 7.197  0.000
H: 0.077 3.679 7.351  0.000
H: -1.916 3.198 5.972  0.000
H: -1.934 1.258 4.459  0.000
N: -1.500 -2.970 -1.435  0.029
C: -2.668 -3.724 -0.983  0.003
C: -3.807 -2.741 -0.731  -0.003
N: -3.344 -1.776 0.258  0.004
H: -1.640 -2.578 -2.362  -0.003
H: -0.646 -3.512 -1.482  0.000
H: -2.408 -4.221 -0.045  0.000
H: -2.980 -4.487 -1.701  0.001
H: -4.714 -3.280 -0.437  0.001
H: -4.015 -2.200 -1.657  0.000
H: -3.303 -2.189 1.182  0.000
H: -3.936 -0.957 0.303  0.001
C: 3.670 -2.921 0.372  0.000
C: 3.904 -2.763 -1.130  0.000
C: 3.264 -1.484 -1.718  0.002
C: 3.482 -1.471 -3.243  0.000
C: 2.794 -0.304 -3.943  0.000
C: 3.985 -0.300 -1.116  -0.001
O: 5.159 -0.071 -1.313  0.000
N: 3.235 0.489 -0.287  0.000
C: 1.848 0.439 -0.095  0.004
O: 1.344 1.341 0.555  0.000
N: 1.159 -0.599 -0.640  0.021
C: 1.768 -1.535 -1.413  -0.002
O: 1.128 -2.491 -1.851  0.002
H: 4.164 -3.820 0.743  0.000
H: 2.604 -3.008 0.595  0.000
H: 4.067 -2.069 0.927  0.000
H: 3.480 -3.617 -1.659  0.000
H: 4.974 -2.722 -1.339  0.000
H: 3.096 -2.409 -3.643  0.000
H: 4.558 -1.436 -3.415  0.000
H: 1.712 -0.399 -3.890  0.000
H: 3.077 -0.274 -4.996  0.000
H: 3.069 0.656 -3.500  0.000
H: 3.694 1.286 0.128  0.000

As for the highest occupied orbital energy (spin up / spin down): -0.29513 / -0.29511 hartree. The expectation value of S² is 0.752. The LUMO energy (spin up / spin down) is -0.3 / -0.7 eV. For the gap between HOMO and LUMO (spin up / spin down), the calculation gives 7.74 / 7.31 eV. As for the net charge: 0. As for the spin multiplicity: 2.


5.
An isolated molecule of C15H23F2NO3Si at a distorted geometry. Source: OMol25; level of theory: ωB97M-V with the def2-TZVPD basis set.

Last column: Löwdin charge in e.
Element x y z (Å)
C: 3.210 -2.531 -1.326  -0.174
Si: 2.306 -1.035 -0.619  0.586
C: 1.498 -0.164 -2.081  -0.159
C: 1.026 -1.723 0.585  -0.212
C: 0.228 -0.710 1.424  -0.113
C: -1.081 -0.301 0.783  -0.590
F: -0.871 0.586 -0.218  0.127
F: -1.828 0.385 1.694  0.108
O: -1.776 -1.391 0.328  0.134
C: -2.816 -1.212 -0.578  -0.552
O: -2.591 -1.109 -1.724  0.217
O: -4.037 -1.411 -0.098  0.056
C: -4.545 -0.441 0.841  -0.156
C: -4.563 0.969 0.305  -0.178
C: -5.665 1.238 -0.714  -0.262
N: -5.880 2.699 -0.778  -0.015
C: 3.619 0.045 0.187  -0.242
C: 3.617 0.497 1.509  -0.093
C: 4.635 1.317 1.991  -0.087
C: 5.688 1.708 1.170  -0.089
C: 5.721 1.243 -0.139  -0.085
C: 4.698 0.425 -0.619  -0.101
H: 2.510 -3.239 -1.768  0.032
H: 3.913 -2.240 -2.101  0.024
H: 3.759 -3.043 -0.540  0.032
H: 1.192 0.840 -1.806  0.027
H: 0.640 -0.755 -2.385  0.033
H: 2.220 -0.103 -2.890  0.029
H: 1.564 -2.367 1.280  0.083
H: 0.375 -2.386 0.021  0.084
H: -0.035 -1.148 2.382  0.129
H: 0.762 0.222 1.560  0.106
H: -4.039 -0.520 1.796  0.116
H: -5.571 -0.745 1.024  0.126
H: -3.614 1.293 -0.118  0.113
H: -4.746 1.623 1.156  0.122
H: -6.584 0.751 -0.384  0.108
H: -5.370 0.932 -1.711  0.117
H: -6.292 2.959 -1.663  0.057
H: -6.514 2.999 -0.050  0.061
H: 2.823 0.207 2.181  0.086
H: 4.623 1.682 3.008  0.099
H: 6.475 2.353 1.525  0.098
H: 6.537 1.509 -0.793  0.099
H: 4.779 0.094 -1.646  0.096

As for the SMILES: C[Si](C)(CCC(F)(F)OC(=O)OCCCN)c1ccccc1. As for the highest occupied orbital energy: -0.34081 hartree. The LUMO energy is 0.8 eV. For the gap between HOMO and LUMO, the calculation gives 10.07 eV. As for the net charge: 0.


6.
An isolated molecule of C2H4ClNO2 at a distorted geometry. Source: OMol25; level of theory: ωB97M-V with the def2-TZVPD basis set.

Last column: Mulliken spin population.
Element x y z (Å)
C: -0.831 0.937 0.465  0.048
C: 0.088 0.295 -0.665  0.582
N: 0.830 -1.046 0.127  1.318
O: -0.445 0.716 1.680  0.026
O: -1.875 1.441 0.263  0.090
Cl: -0.658 -0.384 -2.131  0.272
H: 0.971 0.904 -1.076  0.001
H: 1.551 -1.355 -0.518  -0.209
H: -0.030 -1.720 0.259  -0.106
H: 0.401 0.212 1.597  -0.022

As for the highest occupied orbital energy (spin up / spin down): -0.17532 / -0.37023 hartree. The expectation value of S² is 2.009. The LUMO energy (spin up / spin down) is 0.5 / -4.2 eV. For the gap between HOMO and LUMO (spin up / spin down), the calculation gives 5.23 / 5.91 eV. As for the net charge: 0. As for the spin multiplicity: 3.


- Look up the net charge of the fourth one.
  0


- Which of these has the highest net charge?
  C35H34NO12Zr


- What is the formula in the fourth record?
  C26H33BrCuN6O5